{"formula": "C56H53BrI2N8O3PRb", "method": "ωB97M-V/def2-TZVPD", "elements": ["Rb", "C", "C", "C", "C", "C", "N", "C", "N", "C", "C", "C", "C", "C", "C", "C", "C", "N", "C", "N", "C", "N", "C", "N", "C", "N", "C", "C", "C", "C", "C", "C", "C", "C", "C", "C", "C", "C", "N", "C", "C", "H", "H", "H", "H", "H", "H", "H", "H", "H", "H", "H", "H", "H", "H", "H", "H", "O", "P", "C", "C", "C", "C", "C", "C", "C", "C", "C", "C", "C", "C", "C", "C", "C", "C", "C", "C", "H", "H", "H", "H", "H", "H", "H", "H", "H", "H", "H", "H", "H", "H", "H", "H", "H", "H", "H", "H", "H", "H", "H", "H", "H", "H", "H", "H", "H", "H", "H", "H", "H", "O", "O", "I", "I", "Br", "C", "C", "C", "C", "C", "C", "H", "H", "H", "H"], "xyz": [[-1.579295, 0.517447, 0.454144], [-3.953918, 6.860302, 0.104148], [-2.623955, 7.181428, -0.178190], [-1.588866, 6.322469, 0.164016], [-1.920734, 5.135278, 0.795370], [-1.119379, 3.993780, 1.292172], [-1.958023, 3.053331, 1.839602], [-3.205181, 3.489676, 1.737572], [-4.337709, 2.928170, 2.187528], [-4.350092, 1.719736, 2.725524], [-5.513648, 1.234061, 3.510671], [-6.749078, 1.781533, 3.800378], [-7.615999, 1.031834, 4.585256], [-7.244284, -0.218735, 5.075964], [-5.994572, -0.757313, 4.794043], [-5.143921, -0.015040, 3.996146], [-3.761835, -0.245025, 3.498369], [-3.056070, -1.278793, 3.872533], [-1.715814, -1.350781, 3.654523], [-0.910327, -0.402535, 3.211632], [0.378591, -0.875489, 3.240228], [1.492018, -0.251836, 2.923988], [1.540744, 0.985768, 2.418729], [0.485350, 1.747499, 2.039335], [0.932147, 2.927886, 1.618096], [0.178533, 3.973386, 1.188715], [2.383374, 2.962743, 1.660592], [3.333758, 3.910828, 1.285707], [4.669742, 3.600411, 1.454234], [5.061024, 2.370871, 2.010160], [4.124656, 1.429885, 2.394204], [2.774306, 1.721851, 2.198569], [0.380479, -2.246106, 3.755447], [1.389184, -3.167968, 4.016210], [1.024716, -4.400226, 4.530350], [-0.317679, -4.710137, 4.786968], [-1.322291, -3.790733, 4.537417], [-0.959028, -2.554483, 4.017115], [-3.393702, 0.786539, 2.696314], [-3.246028, 4.816902, 1.077759], [-4.282868, 5.669140, 0.738396], [-4.739217, 7.549637, -0.183597], [-2.402500, 8.116936, -0.679809], [-0.554855, 6.555471, -0.054992], [-7.023261, 2.754806, 3.416212], [-8.600134, 1.421286, 4.817371], [-7.947230, -0.778279, 5.682121], [-5.685658, -1.722484, 5.173622], [3.021647, 4.861501, 0.871655], [5.431085, 4.315248, 1.163181], [6.117493, 2.160479, 2.137294], [4.419544, 0.483292, 2.828418], [2.423181, -2.911689, 3.819466], [1.786403, -5.142093, 4.742127], [-0.567697, -5.684416, 5.191128], [-2.362659, -4.014592, 4.736238], [-5.307701, 5.402101, 0.960412], [0.075619, -0.618841, -1.252569], [1.551968, -0.655555, -1.498668], [2.277108, 1.032725, -1.350729], [1.242609, 2.129963, -1.659836], [1.104590, 2.434588, -3.143066], [2.450513, 2.805224, -3.747528], [3.466394, 1.689951, -3.537304], [3.608520, 1.324859, -2.060678], [2.283154, -1.584601, -0.100766], [3.778016, -1.525429, 0.221826], [4.609932, -2.600062, -0.467654], [4.032729, -3.988342, -0.209646], [2.570120, -4.069712, -0.631369], [1.735499, -3.004605, 0.070178], [1.797423, -1.367073, -3.169867], [0.730185, -2.451008, -3.422703], [1.074239, -3.303268, -4.647889], [1.780476, -2.458429, -5.700673], [3.150097, -1.993039, -5.180627], [3.163323, -1.853058, -3.651255], [2.469702, 1.086157, -0.270452], [1.561863, 3.033445, -1.127019], [0.270527, 1.851101, -1.259697], [0.374718, 3.235365, -3.276024], [0.654778, 1.577817, -3.655118], [2.819708, 3.719941, -3.267623], [2.354492, 3.029549, -4.814444], [4.446478, 1.980241, -3.931699], [3.155017, 0.816398, -4.116721], [4.066987, 2.173899, -1.539319], [4.310193, 0.493769, -1.941655], [1.793951, -0.986543, 0.678144], [3.854161, -1.673203, 1.305067], [4.183510, -0.529592, 0.038270], [5.643300, -2.548484, -0.110479], [4.650267, -2.415714, -1.544172], [4.101246, -4.205457, 0.862715], [4.625648, -4.752660, -0.721975], [2.165038, -5.059182, -0.399452], [2.495941, -3.960208, -1.717832], [1.732963, -3.218273, 1.142921], [0.687839, -3.040195, -0.242283], [1.521040, -0.509148, -3.797881], [-0.222081, -1.939731, -3.553350], [0.600844, -3.090723, -2.548286], [0.162868, -3.755776, -5.046518], [1.722282, -4.138403, -4.359967], [1.153629, -1.591821, -5.930331], [1.899408, -3.005711, -6.639022], [3.412972, -1.034586, -5.637446], [3.925749, -2.703110, -5.483451], [3.972228, -1.187432, -3.346513], [3.379035, -2.821651, -3.197116], [-2.517715, 1.427288, -1.909890], [-2.176442, 1.235282, -3.251993], [-4.452561, 0.953011, -1.626927], [-7.459424, -0.193616, -1.493359], [-1.725589, -5.121964, -1.520145], [-2.630112, -3.450511, -1.561416], [-2.691376, -2.763637, -2.759773], [-3.294203, -1.514902, -2.801632], [-3.840504, -1.015543, -1.631034], [-3.815397, -1.716738, -0.433697], [-3.187481, -2.953449, -0.394751], [-2.249654, -3.186304, -3.651712], [-3.293280, -0.914647, -3.699212], [-4.263938, -1.305049, 0.462936], [-3.123912, -3.508348, 0.531372]], "atomic_forces_ev_per_a": [[0.08, 0.03, 0.72], [-0.02, 0.04, -0.02], [-0.04, 0.09, -0.04], [0.00, -0.11, 0.06], [-0.03, 0.04, -0.02], [-0.13, 0.05, -0.04], [0.02, -0.02, -0.11], [-0.05, 0.11, -0.05], [-0.04, 0.02, 0.02], [0.00, -0.09, -0.02], [-0.08, 0.01, 0.00], [0.08, 0.00, -0.02], [-0.08, 0.03, 0.03], [-0.05, -0.05, 0.04], [0.07, 0.03, -0.04], [0.02, -0.05, -0.02], [-0.14, 0.19, -0.02], [0.06, -0.10, -0.03], [-0.10, -0.06, 0.05], [0.10, 0.03, -0.28], [-0.03, -0.09, 0.11], [0.08, 0.03, -0.03], [-0.08, 0.19, 0.04], [0.04, -0.08, 0.09], [-0.12, -0.03, -0.02], [0.13, -0.01, 0.01], [0.07, 0.10, 0.06], [-0.08, -0.03, 0.01], [0.08, 0.04, 0.00], [0.09, -0.02, 0.00], [-0.10, -0.01, -0.06], [0.09, -0.10, -0.01], [0.00, -0.09, 0.05], [-0.07, 0.13, -0.06], [0.01, -0.09, 0.02], [0.04, -0.10, 0.04], [-0.03, 0.13, -0.07], [0.09, -0.11, 0.06], [0.19, 0.00, 0.08], [0.04, 0.03, -0.03], [0.07, -0.04, 0.02], [0.01, 0.01, 0.00], [0.00, -0.01, 0.00], [0.01, 0.01, -0.01], [-0.01, 0.02, -0.01], [-0.01, -0.01, 0.00], [0.00, 0.00, 0.01], [-0.02, -0.02, 0.01], [-0.01, 0.02, -0.01], [0.00, 0.00, -0.01], [-0.01, 0.01, 0.01], [0.03, -0.04, 0.00], [0.02, -0.02, 0.01], [0.01, 0.00, 0.00], [0.00, 0.00, 0.00], [-0.01, -0.01, 0.01], [-0.02, 0.00, 0.00], [0.29, -0.26, -0.21], [-0.16, 0.08, 0.10], [0.01, -0.08, 0.02], [0.02, -0.07, 0.04], [-0.18, -0.03, -0.03], [0.02, 0.10, -0.08], [0.08, -0.08, -0.06], [0.08, -0.02, 0.07], [0.09, 0.09, 0.03], [0.00, 0.01, 0.05], [0.08, 0.04, -0.05], [0.07, -0.06, 0.03], [-0.08, -0.09, -0.04], [-0.14, -0.01, -0.04], [0.02, 0.19, -0.15], [-0.07, 0.03, 0.13], [-0.05, -0.07, 0.00], [-0.02, 0.01, -0.08], [0.06, 0.01, -0.04], [0.07, 0.03, 0.08], [-0.03, -0.06, -0.05], [-0.02, -0.02, -0.04], [-0.02, 0.05, 0.00], [0.04, 0.04, 0.02], [0.06, -0.05, -0.02], [0.00, 0.00, 0.02], [-0.02, -0.02, 0.00], [-0.01, 0.01, 0.02], [-0.01, -0.01, 0.01], [-0.03, 0.00, 0.01], [0.00, -0.01, -0.01], [-0.01, 0.05, -0.01], [0.01, -0.01, 0.04], [0.01, 0.04, -0.04], [-0.02, 0.00, 0.02], [-0.01, 0.00, 0.01], [0.00, 0.00, 0.02], [-0.01, 0.01, -0.02], [0.00, 0.02, 0.01], [-0.01, 0.02, 0.00], [0.01, -0.04, 0.07], [0.03, -0.03, -0.02], [0.03, -0.02, 0.05], [-0.03, -0.01, -0.03], [-0.01, -0.02, 0.01], [0.00, 0.02, -0.03], [0.03, 0.00, 0.00], [-0.01, 0.01, 0.02], [0.00, -0.01, 0.01], [-0.01, 0.00, 0.00], [-0.01, 0.00, 0.01], [0.00, 0.03, -0.01], [-0.01, 0.00, -0.03], [0.01, 0.40, -0.30], [0.15, -0.06, -0.15], [-0.57, 0.15, -0.04], [0.08, 0.00, 0.02], [0.02, -0.03, 0.02], [0.00, 0.01, -0.04], [0.03, -0.02, -0.02], [0.00, -0.01, 0.11], [-0.06, -0.13, 0.06], [0.02, -0.11, -0.08], [-0.02, 0.01, 0.03], [0.01, 0.00, 0.01], [0.01, -0.01, -0.02], [0.00, 0.01, 0.00], [-0.01, 0.01, 0.00]], "gap_ev": 4.948, "e_above_lowest_kj_mol": 299.9, "e_tot_ha": -6364.48449, "largest_force_ev_per_a": 0.727, "homo_energy_ha": -0.05326, "total_charge": -2, "spin_multiplicity": 1}